Record 1
The molecule C5H6N2 at a distorted geometry. Source: the Open Molecules 2025 dataset; level of theory: the ωB97M-V functional and the def2-TZVPD basis.

E_HOMO: -9.67 eV
SMILES string: C=C1C=NN=C1C
Maximum force: 5.5 eV/A

Cartesian coordinates (Å):
C (-0.05, 1.61, -0.07)
C (-0.58, 0.41, 0.06)
C (-2.02, 0.09, 0.05)
N (-2.07, -1.20, 0.10)
N (-0.72, -1.87, -0.21)
C (0.04, -0.85, 0.04)
C (1.63, -0.91, 0.16)
H (-0.51, 2.51, 0.00)
H (1.06, 1.80, -0.45)
H (-2.74, 1.04, 0.07)
H (2.26, -0.31, -0.67)
H (1.70, -0.30, 1.11)
H (1.99, -2.02, -0.19)



Record 2
C12H7DyN2O5 as an isolated structure at a distorted geometry. Source: the Open Molecules 2025 dataset; level of theory: the ωB97M-V functional and the def2-TZVPD basis.

E_HOMO (alpha / beta): -15.26 / -15.26 eV
Net charge: +2
Expectation value of S²: 9.340
Maximum force: 6.9 eV/A
2S+1: 6

Cartesian coordinates (Å):
O (-0.01, 2.08, -2.60)
C (-0.01, 1.38, -1.71)
Dy (0.02, -0.34, 0.13)
O (-0.02, 2.67, 2.22)
C (-0.03, 1.79, 1.46)
C (0.01, -1.85, -1.62)
O (-0.08, -2.91, -1.08)
C (2.41, -0.21, -0.22)
O (3.54, -0.29, -0.33)
C (-2.39, -0.21, -0.23)
O (-3.54, -0.32, -0.33)
H (0.12, -1.34, -2.65)
N (-0.81, -3.29, 3.09)
C (-0.86, -2.73, 1.87)
N (-0.13, -1.57, 1.94)
C (0.37, -1.40, 3.23)
C (1.13, -0.31, 3.73)
C (1.42, -0.41, 5.11)
C (0.97, -1.54, 5.87)
C (0.22, -2.59, 5.29)
C (-0.06, -2.49, 3.96)
H (-1.26, -4.17, 3.31)
H (-1.37, -3.08, 0.96)
H (1.44, 0.52, 3.11)
H (2.00, 0.38, 5.60)
H (1.22, -1.58, 6.93)
H (-0.14, -3.46, 5.80)



Record 3
An isolated ion of composition C13H15BN and charge +1 at a distorted geometry. Source: the Open Molecules 2025 dataset; level of theory: the ωB97M-V functional and the def2-TZVPD basis.

E_HOMO: -12.08 eV
Net charge: +1
SMILES string: CB1C2=CC(C)=CC2=[N+](C)C2=C1CC=C2
Maximum force: 4.6 eV/A

Cartesian coordinates (Å):
C (-0.86, 3.30, 0.01)
B (-0.80, 1.79, 0.16)
C (0.82, 0.89, 0.08)
C (2.08, 1.28, 0.09)
C (3.02, 0.08, 0.19)
C (4.50, -0.22, 0.11)
C (2.20, -1.00, 0.30)
C (0.85, -0.59, 0.12)
N (-0.29, -1.29, 0.05)
C (-0.03, -2.67, -0.41)
C (-1.57, -0.77, 0.17)
C (-1.89, 0.57, 0.10)
C (-3.40, 0.68, 0.01)
C (-3.86, -0.74, 0.23)
C (-2.78, -1.53, 0.28)
H (0.10, 3.81, 0.08)
H (-1.56, 3.86, 0.67)
H (-1.17, 3.63, -1.01)
H (2.48, 2.34, -0.03)
H (5.19, 0.44, 0.49)
H (4.77, -0.31, -0.96)
H (4.69, -1.25, 0.38)
H (2.51, -1.98, 0.56)
H (-0.97, -2.99, -0.96)
H (0.25, -3.26, 0.49)
H (0.76, -2.54, -1.04)
H (-3.54, 0.80, -1.09)
H (-3.90, 1.45, 0.62)
H (-4.87, -1.17, 0.12)
H (-2.75, -2.63, 0.19)